# C38H81NO20S3

A 15-piece molecular cluster, C38H81NO20S3 overall in a non-equilibrium geometry (ωB97M-V/def2-TZVPD, the Open Molecules 2025 dataset).

Geometry (Å):
1 O 4.107 -0.457 2.121
2 C 4.545 0.115 1.166
3 O 5.109 1.390 1.392
4 C 5.174 2.016 0.144
5 O 5.258 3.178 -0.089
6 C 5.057 0.859 -0.912
7 C 5.376 1.065 -2.438
8 C 4.010 1.094 -3.231
9 C 3.024 2.231 -2.784
10 S 1.259 1.657 -2.884
11 C 0.300 3.187 -2.611
12 S 0.313 4.346 -3.793
13 N -0.486 3.481 -1.420
14 C 0.335 3.803 -0.265
15 C 0.085 5.117 0.357
16 C 0.840 5.617 1.494
17 C 1.905 4.776 2.074
18 C 2.146 3.463 1.464
19 C 1.394 2.972 0.301
20 C -1.494 2.472 -1.146
21 C -1.533 1.581 0.004
22 C -2.644 0.568 0.129
23 C -3.701 0.456 -0.891
24 C -3.651 1.345 -2.056
25 C -2.565 2.320 -2.156
26 C 4.644 -0.312 -0.323
27 C 4.367 -1.679 -0.995
28 C 3.614 -2.706 -0.037
29 C 3.816 -4.216 -0.491
30 C 2.424 -4.822 -0.921
31 S 1.609 -3.850 -2.241
32 O 2.560 -3.436 -3.273
33 O 0.809 -2.748 -1.721
34 O 0.560 -4.914 -2.968
35 H 5.978 0.184 -2.790
36 H 5.968 2.016 -2.566
37 H 4.245 1.152 -4.323
38 H 3.488 0.106 -3.058
39 H 3.179 2.585 -1.731
40 H 3.218 3.125 -3.440
41 H -0.696 5.783 -0.080
42 H 0.630 6.635 1.909
43 H 2.498 5.159 2.940
44 H 2.954 2.857 1.950
45 H 1.608 1.975 -0.144
46 H -0.765 1.643 0.804
47 H -2.736 -0.153 0.980
48 H -4.551 -0.257 -0.826
49 H -4.394 1.335 -2.897
50 H -2.537 2.974 -3.060
51 H 5.344 -2.155 -1.270
52 H 3.778 -1.582 -1.951
53 H 2.537 -2.440 0.104
54 H 4.100 -2.606 0.976
55 H 4.590 -4.279 -1.306
56 H 4.208 -4.778 0.392
57 H 1.752 -4.861 -0.022
58 H 2.600 -5.871 -1.268
59 H -0.166 -4.334 -3.282
60 C -7.150 1.546 0.240
61 O -6.791 0.186 0.038
62 H -6.239 2.143 0.295
63 H -7.761 1.895 -0.598
64 H -7.706 1.649 1.173
65 H -7.608 -0.321 -0.007
66 C 5.433 3.317 -6.415
67 O 4.618 3.202 -5.251
68 H 4.853 3.002 -7.280
69 H 5.744 4.357 -6.546
70 H 6.312 2.674 -6.315
71 H 5.153 3.486 -4.500
72 C 3.724 -8.931 -0.079
73 O 2.879 -7.936 0.494
74 H 4.748 -8.747 0.239
75 H 3.413 -9.920 0.262
76 H 3.669 -8.878 -1.170
77 H 1.981 -8.121 0.198
78 C 5.063 0.549 -9.411
79 O 4.236 1.550 -8.832
80 H 6.092 0.728 -9.105
81 H 4.750 -0.439 -9.064
82 H 4.997 0.596 -10.501
83 H 3.332 1.372 -9.115
84 C -4.297 -2.594 -3.077
85 O -5.324 -1.919 -2.361
86 H -3.333 -2.212 -2.743
87 H -4.349 -3.668 -2.878
88 H -4.406 -2.409 -4.149
89 H -6.166 -2.269 -2.670
90 C -3.634 3.026 2.645
91 O -4.141 3.563 1.425
92 H -4.462 2.618 3.221
93 H -2.919 2.231 2.417
94 H -3.147 3.817 3.221
95 H -3.391 3.917 0.933
96 C 2.556 -0.095 5.722
97 O 2.595 -1.183 4.811
98 H 1.688 -0.211 6.370
99 H 3.463 -0.090 6.333
100 H 2.472 0.846 5.172
101 H 3.371 -1.058 4.250
102 C -0.619 -0.632 8.894
103 O 0.671 -1.229 8.891
104 H -0.849 -0.306 9.907
105 H -0.632 0.232 8.225
106 H -1.367 -1.361 8.572
107 H 0.853 -1.510 7.987
108 C -7.807 5.047 2.792
109 O -7.794 3.985 1.850
110 H -8.681 4.938 3.433
111 H -6.902 5.003 3.403
112 H -7.859 6.007 2.272
113 H -7.011 4.109 1.299
114 C -5.620 0.618 -5.581
115 O -4.912 1.631 -4.878
116 H -5.120 -0.335 -5.414
117 H -6.647 0.556 -5.212
118 H -5.624 0.840 -6.651
119 H -5.370 2.464 -5.039
120 C 8.477 0.416 0.624
121 O 8.494 -0.700 -0.260
122 H 7.618 0.326 1.286
123 H 9.392 0.430 1.221
124 H 8.394 1.341 0.047
125 H 9.260 -0.599 -0.835
126 C -6.559 1.875 6.023
127 O -6.054 2.694 4.978
128 H -5.771 1.683 6.750
129 H -7.389 2.384 6.516
130 H -6.898 0.924 5.603
131 H -6.778 2.837 4.357
132 C 3.326 -12.312 2.652
133 O 4.536 -12.004 1.970
134 H 2.502 -11.817 2.140
135 H 3.159 -13.392 2.645
136 H 3.377 -11.952 3.683
137 H 5.249 -12.450 2.439
138 C -10.747 2.349 5.032
139 O -9.393 2.701 4.777
140 H -10.833 2.021 6.067
141 H -11.393 3.217 4.875
142 H -11.052 1.535 4.370
143 H -9.342 2.985 3.856

## Properties
Molecular weight: 968.25 g/mol
LUMO level: -0.37 eV
HOMO: -0.2844 Eh
Total energy: -4250.2312 Ha
Max |F|: 3.3 eV/Å

Results of the Mulliken charge analysis, in e, for atoms 1 through 4: atom 1 (O): -0.56, atom 2 (C): 0.32, atom 3 (O): -0.37, atom 4 (C): 0.13